Below is 4 unconnected molecules or ions with the total composition C45H31F2NO8S in a non-equilibrium geometry, with properties calculated with ωB97M-V/def2-TZVPD.

Structure (XYZ):
```
88
C45H31F2NO8S | the OMol25 dataset | ωB97M-V/def2-TZVPD
S -1.607 -4.905 2.817
F -5.001 -5.434 4.418
F -1.993 -6.476 3.091
O 5.035 3.104 -7.033
O -1.048 -4.555 -3.188
O 3.179 -1.303 -2.955
O -0.255 -4.636 3.369
O 1.544 6.448 -4.771
O -1.865 -0.858 5.457
O -1.678 -4.662 1.361
O -1.757 3.268 8.840
N -2.682 -3.940 3.680
C -1.868 0.093 6.220
C 2.231 -2.067 -3.015
C 4.074 6.625 -9.069
C -3.754 -3.356 2.837
C -3.492 -1.390 9.270
C 3.134 7.479 -8.498
C 2.924 5.991 -6.616
C 3.844 2.281 -4.643
C -2.419 -0.042 7.589
C 1.755 -1.377 -5.355
C 1.210 -4.503 0.329
C -0.368 3.874 4.943
C -5.623 -5.193 3.171
C -4.709 -4.406 2.173
C 3.852 5.126 -7.198
C -1.807 2.336 8.061
C -3.418 -0.330 10.169
C 3.561 3.503 -5.249
C 3.248 1.951 -3.433
C 1.023 -1.483 -6.529
C -2.366 1.029 8.482
C 1.417 -2.157 -4.251
C 2.319 5.673 -5.300
C -1.317 2.488 6.670
C -0.841 3.725 6.240
C -0.399 -3.135 -5.504
C 2.667 -2.894 -0.713
C -2.857 0.878 9.777
C 2.563 7.165 -7.272
C 0.328 -3.028 -4.321
C 2.335 -3.686 0.379
C -0.049 -2.369 -6.606
C 4.216 3.852 -6.532
C 4.433 5.451 -8.422
C 0.424 -4.543 -0.812
C -1.327 1.404 5.791
C 2.376 2.846 -2.819
C 2.085 4.062 -3.422
C 0.760 -3.762 -1.915
C 1.878 -2.926 -1.862
C -2.989 -1.250 7.985
C 2.668 4.390 -4.644
C -0.838 1.554 4.495
C -0.360 2.787 4.073
C -0.066 -3.838 -3.143
H -3.284 -2.706 2.049
H 4.526 1.584 -5.116
H -4.150 -5.144 1.549
H -3.804 -0.444 11.175
H -0.612 -2.459 -7.528
H -6.584 -4.673 3.415
H -3.044 -2.079 7.291
H 0.947 -5.115 1.181
H 1.835 7.834 -6.830
H -2.198 -3.234 4.239
H 0.016 2.903 3.064
H -0.003 4.838 4.610
H -1.237 -3.819 -5.566
H -3.942 -2.328 9.574
H 3.541 -2.256 -0.671
H 2.848 8.390 -9.009
H -0.835 0.713 3.813
H -2.806 1.702 10.478
H 1.919 2.592 -1.870
H -5.837 -6.212 2.755
H 4.524 6.874 -10.023
H -0.446 -5.186 -0.842
H 1.403 4.753 -2.943
H -0.842 4.572 6.914
H 1.290 -0.879 -7.388
H 2.951 -3.664 1.270
H 5.161 4.787 -8.872
H 3.464 0.997 -2.968
H -5.355 -3.834 1.452
H -4.368 -2.696 3.502
H 2.591 -0.691 -5.301
```

Computed properties:
**E**: -81309.047 eV
**SMILES string**: O=C1c2ccccc2C(=O)c2ccccc21.O=C1c2ccccc2C(=O)c2ccccc21.O=C1c2ccccc2C(=O)c2ccccc21.O=S(=O)(F)NCCCF
**HOMO level**: -9.57 eV
**E_LUMO**: -1.284 eV
**Gap between HOMO and LUMO**: 8.29 eV

---

Below is a molecular structure, C45H32BrCsF3N5O5 in a non-equilibrium geometry, with properties calculated with ωB97M-V/def2-TZVPD.

Structure (XYZ):
```
92
C45H32BrCsF3N5O5 | the OMol25 dataset | ωB97M-V/def2-TZVPD
Cs -0.586 0.873 -0.613
Br 0.387 -1.629 -4.321
F 2.160 -10.149 0.852
F 0.084 -10.380 1.405
F 1.526 -9.778 2.895
O 9.679 -0.279 9.155
O -3.138 0.667 -1.584
O -3.220 1.771 0.376
O 0.974 4.353 -2.417
O 1.534 2.462 -1.307
N 2.323 0.152 0.542
N 5.694 -0.047 4.126
N 4.146 -0.302 5.686
N 0.418 -0.026 2.467
N 0.760 0.962 -3.461
C 0.132 -4.107 0.295
C 4.450 -0.057 3.541
C 4.591 0.310 -0.174
C 0.121 2.205 -5.842
C 3.471 -0.213 4.490
C -7.279 0.120 0.243
C -7.387 1.701 -1.539
C -8.044 0.851 -0.658
C 0.936 -6.358 -0.332
C 2.067 -0.231 4.198
C -3.730 1.193 -0.612
C 0.394 -5.460 0.614
C -0.258 -0.344 4.738
C 8.605 -0.279 8.316
C 9.423 -0.456 10.531
C 0.776 2.297 -3.547
C 0.134 -5.982 1.901
C -6.000 1.820 -1.541
C 7.864 -0.083 6.038
C -5.893 0.229 0.276
C 0.399 -7.299 2.219
C 5.478 -0.204 5.408
C -5.078 -0.563 1.267
C 0.101 0.819 -5.754
C 1.137 3.127 -2.284
C 2.739 0.057 1.808
C 6.534 -0.242 6.433
C -0.524 -0.155 3.376
C 3.211 0.281 -0.420
C 1.201 -7.676 -0.013
C -5.251 1.080 -0.625
C 0.454 2.954 -4.729
C -5.307 2.735 -2.518
C 1.702 -0.073 2.847
C 1.178 -9.588 1.598
C 6.268 -0.422 7.779
C -0.100 -2.916 0.021
C 5.035 0.203 1.119
C 4.101 0.071 2.149
C 7.290 -0.442 8.726
C -9.545 0.702 -0.694
C 0.427 0.269 -4.526
C 1.050 -0.375 5.148
C 8.885 -0.100 6.961
C 0.940 -8.159 1.266
H 9.918 0.025 6.662
H -7.970 2.283 -2.249
H 1.298 -0.508 6.196
H 6.090 0.218 1.364
H 10.388 -0.426 11.029
H 8.947 -1.420 10.730
H -9.835 -0.263 -1.121
H -4.330 -1.171 0.753
H 2.813 0.388 -1.421
H 7.042 -0.584 9.768
H -10.000 1.485 -1.302
H 8.790 0.343 10.928
H 1.145 -5.983 -1.325
H -4.614 2.160 -3.134
H -9.976 0.756 0.309
H -0.167 0.188 -6.588
H -1.547 -0.107 3.014
H 5.287 0.420 -0.996
H 0.462 4.034 -4.728
H -4.531 0.114 1.925
H 5.249 -0.552 8.123
H -4.710 3.481 -1.990
H -0.136 2.684 -6.780
H -0.281 -5.314 2.645
H -1.071 -0.455 5.444
H 3.731 -0.420 6.592
H -7.774 -0.552 0.940
H 8.064 0.057 4.984
H 0.193 -7.671 3.215
H -6.027 3.247 -3.158
H 1.621 -8.342 -0.757
H -5.712 -1.218 1.866
```

Computed properties:
**E**: -143618.701 eV
**HOMO level**: -2.54 eV
**E_LUMO**: 2.772 eV
**Gap between HOMO and LUMO**: 5.31 eV
**Net charge**: -2

---

Below is a molecular structure, C45H32ClO5PPtS6Sb, with properties calculated with ωB97M-V/def2-TZVPD.

Structure (XYZ):
```
92
C45H32ClO5PPtS6Sb | the OMol25 dataset | ωB97M-V/def2-TZVPD
Pt 0.520 0.103 -0.073
Sb 0.930 2.348 -2.700
Cl -0.020 -1.405 -2.779
S 1.654 -4.791 3.233
S 2.573 0.958 -3.279
S 2.317 -2.116 4.185
S 3.351 -6.194 5.109
S 1.763 -7.770 3.178
S 4.479 -3.954 6.481
P -1.158 -1.339 0.211
O 1.626 -1.059 1.233
O 5.106 2.125 0.780
O 2.379 1.222 -0.103
O 5.938 0.132 2.852
O 3.766 -1.612 3.384
C -3.257 -0.218 4.127
C 0.920 -4.808 -0.249
C 2.709 4.764 -2.832
C -2.776 2.182 -0.482
C -0.400 1.974 -0.990
C -3.847 0.169 2.933
C -2.467 2.752 0.756
C 2.346 6.929 -1.852
C 3.123 6.071 -2.618
C -0.489 2.559 -4.248
C -2.259 -1.561 -1.221
C 0.731 5.181 -1.511
C -3.619 -1.844 -1.071
C 1.151 6.487 -1.299
C -1.173 -5.344 0.810
C 0.631 -3.455 -0.148
C -0.710 3.816 -4.802
C 3.751 -0.749 2.391
C -2.079 -0.955 4.113
C -1.127 1.443 -4.782
C 1.512 4.322 -2.277
C -4.417 -2.119 -2.168
C -1.768 1.784 -1.329
C -0.127 2.547 0.276
C -3.864 -2.135 -3.439
C 2.551 -3.798 4.368
C -1.578 3.955 -5.879
C -1.718 -1.628 -2.503
C 4.516 1.156 1.146
C -1.499 -1.312 2.908
C -1.152 2.913 1.145
C 3.147 0.700 0.731
C 3.374 -4.459 5.251
C -1.474 -3.996 0.901
C 2.767 -0.474 1.463
C 4.920 0.146 2.224
C -2.510 -1.903 -3.608
C -2.002 1.588 -5.847
C -3.265 -0.178 1.722
C 4.296 -2.171 6.646
C -2.095 -0.933 1.701
C 0.018 -5.752 0.219
C -0.575 -3.044 0.413
C 2.210 -6.330 3.785
C -2.227 2.845 -6.396
H 3.294 -1.896 6.960
H -3.810 2.062 -0.782
H 2.673 7.947 -1.682
H 0.892 2.799 0.539
H -0.210 4.690 -4.401
H -4.766 0.741 2.942
H 4.588 -1.654 5.734
H 3.324 4.084 -3.411
H -2.498 0.719 -6.261
H -2.024 1.361 -2.293
H -2.419 -3.689 1.334
H 0.251 -6.805 0.147
H 5.002 -1.921 7.437
H -1.742 4.933 -6.313
H -2.902 2.955 -7.235
H -0.923 0.456 -4.387
H -3.266 3.070 1.414
H -4.481 -2.354 -4.301
H 1.856 -5.124 -0.692
H -1.616 -1.258 5.043
H -3.716 0.050 5.070
H 1.339 -2.726 -0.515
H -2.053 -1.951 -4.588
H -4.058 -1.873 -0.084
H -0.908 3.347 2.106
H -5.468 -2.332 -2.027
H -0.576 -1.883 2.898
H -0.211 4.849 -1.086
H 4.055 6.417 -3.045
H -3.727 0.142 0.800
H -1.870 -6.078 1.191
H 0.546 7.159 -0.703
```

Computed properties:
**E**: -154020.503 eV
**HOMO level**: -10.27 eV
**E_LUMO**: -3.961 eV
**Gap between HOMO and LUMO**: 6.30 eV
**Net charge**: +1

---

Below is a molecular structure, C45H32F15IrN3O3P, with properties calculated with ωB97M-V/def2-TZVPD.

Structure (XYZ):
```
100
C45H32F15IrN3O3P | the OMol25 dataset | ωB97M-V/def2-TZVPD
Ir 0.315 -0.461 -0.253
P -0.395 0.003 -2.598
F -3.558 -1.705 2.121
F 3.896 2.530 1.927
F -1.102 -2.267 3.337
F 5.510 1.328 -0.024
F 3.200 -6.462 -2.605
F 4.930 -0.739 0.225
F -2.172 -0.807 4.521
F 4.408 0.294 -1.589
F -0.091 -0.479 3.986
F 2.267 1.245 2.549
F -4.040 0.287 2.804
F -3.547 -0.033 0.733
F 1.325 -6.226 -3.671
F 4.274 0.466 2.465
F 1.397 -7.404 -1.855
O 2.396 -0.295 0.318
O -1.142 -0.942 1.175
O -3.027 2.972 -0.283
N 0.296 1.517 0.519
N 0.876 -2.698 -0.393
N -2.509 2.142 -1.261
C -2.391 3.887 4.924
C -0.035 3.333 2.022
C -3.212 -2.899 -2.606
C -2.678 2.673 -2.396
C -2.525 2.324 -6.079
C -1.647 1.272 -6.278
C -2.801 2.724 -4.789
C -2.232 2.097 -3.671
C 4.518 0.441 -0.255
C 2.540 -4.171 -1.269
C -0.343 2.010 1.597
C -1.328 1.038 -3.869
C -1.677 -0.227 2.189
C 1.880 -6.298 -2.442
C 2.160 -2.999 -0.633
C 3.025 1.259 -4.469
C -1.260 -0.960 3.529
C 1.774 1.218 -3.875
C 1.152 2.326 -0.255
C 2.524 2.051 -0.389
C 0.596 3.388 -0.968
C -3.229 -0.411 1.987
C -2.822 -3.799 -3.589
C 3.611 4.792 -2.799
C -1.311 1.274 2.364
C 1.554 -5.063 -1.652
C 2.730 3.945 -1.920
C -0.674 3.942 3.069
C -1.240 -1.570 -3.035
C 3.405 1.274 1.844
C 1.255 0.013 -3.399
C -0.852 -2.480 -4.015
C 3.141 0.848 0.360
C 3.286 -1.095 -4.089
C 2.040 -1.134 -3.481
C -0.057 -3.610 -0.690
C -1.065 0.653 -5.189
C -1.650 3.254 3.784
C 3.280 2.884 -1.203
C -2.421 -1.794 -2.326
C 3.776 0.098 -4.597
C -1.918 1.931 3.422
C -1.640 -3.590 -4.286
C 1.369 4.179 -1.798
C 0.234 -4.800 -1.325
H -0.364 -0.145 -5.377
H 4.132 4.169 -3.529
H -2.981 2.832 -6.919
H -3.439 -4.660 -3.816
H 4.344 2.727 -1.301
H -0.552 -5.505 -1.560
H 1.195 2.128 -3.773
H -3.493 3.541 -4.617
H -1.410 0.933 -7.279
H -2.715 -1.099 -1.543
H -3.223 3.615 -2.460
H 3.414 2.201 -4.838
H 3.879 -2.000 -4.158
H 0.743 3.864 1.492
H -3.458 3.936 4.698
H -2.033 4.896 5.116
H 3.585 -4.364 -1.467
H 0.902 4.985 -2.353
H 4.739 0.124 -5.091
H 3.032 5.546 -3.332
H -0.466 3.574 -0.857
H -1.067 -3.366 -0.389
H 0.069 -2.346 -4.565
H -2.282 3.298 5.836
H -2.958 2.454 0.527
H 2.885 -2.265 -0.309
H -1.320 -4.296 -5.043
H -0.403 4.953 3.347
H -2.629 1.400 4.034
H 4.372 5.303 -2.207
H 1.675 -2.065 -3.071
H -4.124 -3.066 -2.047
```

Computed properties:
**E**: -110686.274 eV
**HOMO level (alpha / beta)**: -6.40 / -8.19 eV
**Spin multiplicity**: 5
**E_LUMO (alpha / beta)**: -0.064 / -1.807 eV
**Gap between HOMO and LUMO (alpha / beta)**: 6.34 / 6.38 eV
**<S²>**: 6.05

---

Below is a molecular structure, C45H33F3IrNO3P2S6, with properties calculated with ωB97M-V/def2-TZVPD.

Structure (XYZ):
```
94
C45H33F3IrNO3P2S6 | the OMol25 dataset | ωB97M-V/def2-TZVPD
Ir 1.356 -0.280 0.765
S 0.473 -4.399 1.806
S 1.130 0.448 -3.039
S 3.074 1.131 3.261
S 3.562 -3.388 -1.528
S 2.698 1.555 1.290
S -1.686 -3.594 -1.424
P -0.053 1.426 -1.808
P -1.016 1.828 1.199
F 5.343 -1.256 6.243
F 5.747 0.447 4.982
F 3.835 0.265 5.977
O 0.924 -1.795 3.778
O 0.342 -2.050 0.393
O 0.196 -0.132 2.417
N 3.069 -1.257 2.086
C 0.042 3.823 -3.252
C -3.555 1.122 2.153
C 2.242 -2.445 -0.966
C 1.326 5.744 -2.587
C 4.254 -1.194 4.152
C -4.380 0.585 -3.155
C -1.862 3.330 0.524
C 4.786 -0.430 5.331
C 4.084 -3.241 2.937
C 0.512 5.099 -3.512
C -4.601 0.257 2.443
C -1.697 5.744 0.326
C -2.666 2.200 -2.669
C -2.392 -0.644 1.025
C 3.364 -2.551 1.987
C 0.876 -2.950 -0.524
C -0.053 -3.124 -1.718
C 3.506 -0.565 3.144
C 0.019 1.003 -0.067
C -2.994 5.805 -0.164
C 4.601 -2.019 -1.577
C 4.527 -2.543 4.045
C -2.039 -3.620 -3.101
C 0.163 -0.902 3.456
C -4.545 -1.065 2.026
C 0.792 -6.078 1.858
C -3.496 -0.440 -2.844
C -3.175 3.415 0.065
C 1.668 5.103 -1.407
C 0.188 -2.991 -3.049
C 3.973 -0.889 -1.171
C 1.363 -5.524 -0.310
C 1.265 -6.550 0.669
C -3.736 4.638 -0.277
C -2.444 0.691 1.427
C -0.959 -3.272 -3.849
C -1.780 1.179 -2.347
C -1.151 4.522 0.685
C 2.614 -1.138 -0.824
C 0.351 3.189 -2.048
C -2.200 -0.147 -2.456
C 1.180 3.832 -1.138
C 0.981 -4.307 0.174
C -3.960 1.903 -3.078
C -3.435 -1.511 1.323
H -3.769 2.516 -0.017
H 1.139 -2.668 -3.444
H 1.449 3.337 -0.212
H -1.115 6.651 0.441
H -5.456 0.618 3.001
H -3.030 -3.868 -3.446
H -1.502 -0.947 -2.239
H 2.314 5.591 -0.688
H -5.395 0.355 -3.458
H 1.853 -0.255 -1.015
H 0.257 5.586 -4.445
H 1.524 -7.585 0.491
H -4.757 4.677 -0.640
H 5.621 -2.129 -1.909
H 0.617 -6.637 2.764
H -4.643 2.709 -3.323
H -0.690 -0.626 4.104
H -0.150 4.479 1.100
H 1.703 6.738 -2.795
H 1.674 -5.688 -1.333
H -1.530 -1.021 0.488
H -3.370 -2.543 1.000
H -0.544 3.304 -3.999
H 2.991 -3.058 1.110
H -3.431 6.758 -0.440
H -2.358 3.231 -2.592
H -5.357 -1.745 2.255
H 4.429 0.089 -1.121
H -3.606 2.148 2.501
H 5.092 -3.038 4.823
H -3.812 -1.474 -2.905
H 4.274 -4.298 2.812
H -0.975 -3.200 -4.928
```

Computed properties:
**E**: -149417.169 eV
**HOMO level (alpha / beta)**: -4.45 / -4.92 eV
**Spin multiplicity**: 2
**E_LUMO (alpha / beta)**: 2.258 / 1.979 eV
**Gap between HOMO and LUMO (alpha / beta)**: 6.70 / 6.90 eV
**<S²>**: 0.76
**Net charge**: -1